<one>
{
  "formula": "C4H10O",
  "method": "ωB97M-V/def2-TZVPD",
  "species": ["C", "C", "C", "C", "O", "H", "H", "H", "H", "H", "H", "H", "H", "H", "H"],
  "xyz": [[0.2934, 1.5165, 0.3186], [0.1059, 0.0261, 0.4570], [1.3064, -0.5485, -0.2643], [-1.2082, -0.4655, -0.1443], [-1.3023, -1.8762, -0.0325], [1.1183, 1.8162, 0.9832], [-0.6250, 2.0218, 0.6913], [0.7252, 1.6258, -0.7796], [0.0853, -0.0241, 1.5478], [1.1988, -1.6256, -0.4961], [1.3683, 0.2493, -1.1415], [2.2339, -0.4119, 0.3033], [-1.2521, -0.1523, -1.2020], [-2.0421, 0.0256, 0.3812], [-2.0058, -2.1773, -0.6219]],
  "homo_lumo_gap_ha": 0.4172,
  "homo_ev": -10.3527,
  "lumo_energy_ev": 0.9989,
  "smiles": "CC(C)CO",
  "spin_multiplicity": 1
}



<two>
{
  "formula": "C4H10O",
  "method": "ωB97M-V/def2-TZVPD",
  "species": ["C", "C", "C", "C", "O", "H", "H", "H", "H", "H", "H", "H", "H", "H", "H"],
  "xyz": [[-1.1801, -0.8558, 1.3797], [-0.1467, 0.2368, 1.0353], [0.0532, 0.3015, -0.5136], [1.3231, 0.8654, -1.2266], [0.0180, -1.0569, -0.9293], [-0.8943, -1.7922, 0.9011], [-2.1822, -0.5987, 1.0123], [-1.2534, -1.0319, 2.4585], [-0.5081, 1.1950, 1.4352], [0.7913, 0.0164, 1.5569], [-0.8466, 0.8303, -0.8831], [1.1352, 1.8205, -1.7174], [2.2093, 0.9491, -0.5939], [1.6171, 0.1722, -2.0371], [-0.1359, -1.0517, -1.8781]],
  "homo_lumo_gap_ha": 0.4071,
  "homo_ev": -10.0681,
  "lumo_energy_ev": 1.0094,
  "smiles": "CC[C@@H](C)O",
  "spin_multiplicity": 1
}



<three>
{
  "formula": "C4H10O",
  "method": "ωB97M-V/def2-TZVPD",
  "species": ["C", "C", "C", "O", "C", "H", "H", "H", "H", "H", "H", "H", "H", "H", "H"],
  "xyz": [[-1.8016, 0.0293, 1.4125], [-0.7620, -0.6723, 0.6184], [0.4060, -0.1056, 0.3719], [1.4325, -0.8390, -0.1210], [2.4227, -0.0718, -0.7480], [-1.7194, 1.1258, 1.4476], [-2.1034, 1.0097, -1.6302], [-2.8015, -0.2805, 1.1070], [-1.3993, 0.6045, -1.5237], [-0.8664, -1.7484, 0.4874], [-1.6632, -0.3178, 2.4446], [0.5663, 0.9689, 0.5275], [3.2383, -0.7287, -1.0610], [2.0099, 0.4393, -1.6245], [2.7992, 0.6836, -0.0487]],
  "homo_lumo_gap_ha": 0.3530,
  "homo_ev": -8.4321,
  "lumo_energy_ev": 1.1728,
  "spin_multiplicity": 1
}



It is <three> that is the least stable of them.



<one>
{
  "formula": "C4H8N3S",
  "method": "ωB97M-V/def2-TZVPD",
  "species": ["C", "C", "C", "C", "N", "N", "N", "S", "H", "H", "H", "H", "H", "H", "H", "H"],
  "xyz": [[-0.6467, -0.4020, 0.6967], [-0.1963, -0.2440, -0.6100], [-1.8427, -1.0780, 1.2393], [0.0066, -0.0114, 1.9315], [1.6817, 0.9975, 0.0378], [1.1704, 1.1742, -2.9088], [0.9211, 0.4657, -0.7237], [-1.3059, -0.7003, 2.9862], [-0.5469, -0.7228, -1.5346], [-2.7250, -0.6477, 0.8895], [-1.9608, -2.2003, 1.0251], [0.9461, -0.3899, 1.9806], [-0.1306, 1.1312, 2.1033], [2.6513, 1.1873, -0.3395], [1.7471, 0.4967, -3.3779], [0.2309, 0.9438, -3.3957]],
  "homo_lumo_gap_ha": [0.2121, 0.2121],
  "homo_ev": [-12.7903, -12.7905],
  "lumo_energy_ev": [-7.0186, -7.0198],
  "spin_multiplicity": 1,
  "total_charge": 1
}



<two>
{
  "formula": "C4H8N3S",
  "method": "ωB97M-V/def2-TZVPD",
  "species": ["C", "C", "C", "C", "N", "N", "N", "S", "H", "H", "H", "H", "H", "H", "H", "H"],
  "xyz": [[1.0458, 0.7559, -0.0374], [-2.9984, -0.0066, 0.2788], [-1.1325, 1.7080, -0.1074], [0.8806, -0.6214, 0.5932], [0.1706, 1.5843, -0.3104], [-1.8624, 0.3454, 0.2528], [1.8569, -1.5009, 0.1010], [-4.4792, -0.5971, -0.1408], [2.0537, 0.9873, -0.2947], [-1.3931, 2.3085, 0.7379], [-1.7321, 2.0532, -1.0091], [-0.2687, -1.0100, 0.2215], [1.0031, -0.5610, 1.6632], [2.1882, -1.4391, -0.7828], [-4.2757, -1.8472, 0.3491], [2.6623, -1.6009, 0.7168]],
  "homo_lumo_gap_ha": 0.2584,
  "homo_ev": -12.4680,
  "lumo_energy_ev": -5.4358,
  "spin_multiplicity": 1,
  "total_charge": 1
}



It is <one> that is the least stable of them.



<one>
{
  "formula": "CH5N3O",
  "method": "ωB97M-V/def2-TZVPD",
  "species": ["C", "H", "H", "H", "H", "H", "N", "N", "N", "O"],
  "xyz": [[-0.4231, -0.0924, -0.0803], [-1.1333, 1.6190, -0.0785], [0.6649, 1.6732, -0.5607], [-1.8052, -1.5132, -0.0226], [0.8851, -1.7392, -0.0792], [1.2571, 0.0994, 1.1948], [-0.2208, 1.2587, -0.2035], [-1.7125, -0.4519, 0.1675], [0.7084, -0.8400, -0.5307], [1.7792, -0.0135, 0.1932]],
  "homo_lumo_gap_ha": 0.3509,
  "homo_ev": -9.0462,
  "lumo_energy_ev": 0.5021,
  "smiles": "[H]/N=C(/N)NO",
  "spin_multiplicity": 1
}



<two>
{
  "formula": "CH5N3O",
  "method": "ωB97M-V/def2-TZVPD",
  "species": ["C", "H", "H", "H", "H", "H", "N", "N", "N", "O"],
  "xyz": [[-0.1749, -0.3252, -0.3600], [1.1605, -2.4405, 1.1532], [-0.2896, -2.3975, -0.0200], [-0.7061, -0.9152, -0.9798], [-1.4505, 1.3450, -1.2527], [0.2580, 2.4434, 0.4876], [0.7502, -2.0609, 0.2233], [0.8571, -0.5889, 0.3012], [-0.5453, 1.0409, -0.6880], [-0.6696, 1.8974, 0.4896]],
  "homo_lumo_gap_ha": 0.3414,
  "homo_ev": -8.3998,
  "lumo_energy_ev": 0.8907,
  "smiles": "N/N=C/NO",
  "spin_multiplicity": 1
}



It is <two> that is the least stable of them.